# 1
{
  "formula": "C11H26N2O2P2SY",
  "method": "ωB97M-V/def2-TZVPD",
  "gap_ev": [8.99, 4.37],
  "relative_energy_ev": 3.2664,
  "total_energy_ha": -1813.2622,
  "total_charge": 2,
  "spin_multiplicity": 2,
  "largest_force_ev_per_a": 2.328,
  "s2": 0.77,
  "symbols": ["Y", "P", "P", "N", "N", "H", "H", "H", "C", "H", "C", "H", "H", "C", "C", "H", "C", "H", "H", "H", "H", "H", "O", "C", "C", "C", "H", "H", "H", "H", "H", "H", "H", "C", "H", "C", "S", "C", "O", "H", "H", "H", "H", "H", "H"],
  "coordinates": [[-0.490, 0.427, 0.087], [-2.432, -0.319, 1.718], [-1.543, 0.324, -2.418], [0.756, -0.231, 1.756], [1.372, 0.053, -0.994], [2.786, -0.382, 2.099], [3.338, 0.286, -0.409], [2.194, 1.247, 1.466], [2.130, 0.141, 1.385], [2.637, -1.379, -0.095], [2.465, -0.284, -0.066], [0.888, -1.131, 3.605], [2.285, 0.130, -2.849], [0.234, -0.812, 2.789], [1.314, 0.154, -2.307], [-1.633, -0.654, 3.873], [-1.286, -1.082, 2.924], [-1.481, -2.159, 2.822], [-2.325, -0.893, -2.431], [-2.350, 1.563, -2.503], [-3.401, -1.256, 1.133], [-3.113, 0.883, 2.317], [-1.045, -1.838, -0.081], [-0.065, -2.865, -0.177], [-0.532, -4.012, 0.680], [0.079, -3.180, -1.646], [0.921, -2.495, 0.209], [-0.533, -3.733, 1.735], [-1.556, -4.254, 0.389], [0.122, -4.872, 0.518], [0.345, -2.308, -2.244], [0.844, -3.946, -1.787], [-0.882, -3.546, -2.010], [0.065, 0.340, -3.032], [0.131, 0.487, -4.094], [-0.382, 3.945, -1.588], [0.650, 3.444, -0.240], [0.436, 4.735, 0.932], [-0.306, 2.484, 0.546], [-0.097, 4.976, -1.799], [-1.416, 3.866, -1.218], [-0.233, 3.291, -2.457], [-0.655, 4.887, 0.966], [0.781, 4.374, 1.913], [0.985, 5.592, 0.583]],
  "nbo_charge": [1.856, 0.175, 0.288, -0.603, -0.714, 0.244, 0.234, 0.231, -0.243, 0.239, -0.234, 0.218, 0.228, 0.272, 0.172, 0.289, -0.751, 0.304, 0.130, 0.077, 0.141, 0.084, -0.762, 0.098, -0.614, -0.612, 0.139, 0.192, 0.228, 0.238, 0.205, 0.237, 0.226, -0.690, 0.269, -0.814, 1.271, -0.786, -1.066, 0.279, 0.262, 0.268, 0.261, 0.277, 0.258]
}

# 2
{
  "formula": "C11H26N4O7SSr",
  "method": "ωB97M-V/def2-TZVPD",
  "gap_ev": [5.91, 4.54],
  "relative_energy_ev": 0.0520,
  "total_energy_ha": -1609.0967,
  "total_charge": 0,
  "largest_force_ev_per_a": 3.318,
  "symbols": ["O", "H", "Sr", "N", "N", "N", "N", "O", "O", "O", "O", "C", "C", "C", "C", "C", "H", "H", "H", "C", "H", "H", "H", "C", "C", "H", "H", "H", "H", "H", "H", "H", "H", "C", "H", "H", "H", "O", "H", "H", "C", "S", "C", "O", "H", "H", "H", "H", "H", "H"],
  "coordinates": [[1.245, -1.057, -2.309], [2.367, -0.887, -2.441], [-0.927, -0.653, -0.784], [-1.607, 1.240, -2.381], [0.340, 1.961, -1.019], [-0.322, -2.881, 0.572], [0.913, -0.690, 1.130], [-2.500, 0.660, -3.076], [-0.948, -3.960, 0.219], [1.458, 0.491, 1.552], [1.427, 2.210, -0.365], [0.022, 2.846, -2.012], [-1.108, 2.448, -2.774], [0.501, -2.947, 1.640], [1.198, -1.720, 1.945], [-1.643, 3.195, -3.935], [-1.042, 3.001, -4.842], [-1.624, 4.278, -3.753], [-2.674, 2.880, -4.134], [0.843, 4.045, -2.327], [1.655, 3.793, -3.029], [1.301, 4.450, -1.416], [0.234, 4.826, -2.801], [0.677, -4.164, 2.479], [2.132, -1.657, 3.107], [0.084, -4.989, 2.068], [0.364, -3.978, 3.518], [1.735, -4.461, 2.523], [2.772, -0.774, 3.033], [2.761, -2.557, 3.125], [1.590, -1.616, 4.065], [-1.787, -3.276, -0.951], [1.423, 1.133, 0.737], [3.593, -0.896, -2.919], [3.514, -1.207, -3.962], [4.177, -1.616, -2.336], [3.996, 0.117, -2.839], [-2.133, -2.495, -1.524], [0.920, -1.147, -3.224], [-2.719, -2.843, -2.211], [-3.062, 1.973, 2.999], [-1.564, 1.151, 2.440], [-1.415, -0.091, 3.739], [-2.008, 0.394, 1.194], [-2.918, 2.255, 4.047], [-3.919, 1.302, 2.869], [-3.173, 2.875, 2.385], [-2.043, 0.223, 4.580], [-1.737, -1.061, 3.342], [-0.366, -0.126, 4.057]],
  "nbo_charge": [-0.849, 0.362, 1.827, -0.137, -0.091, -0.139, -0.263, -0.452, -0.626, -0.628, -0.483, 0.127, 0.137, 0.009, 0.208, -0.686, 0.231, 0.222, 0.250, -0.679, 0.232, 0.249, 0.220, -0.671, -0.688, 0.255, 0.206, 0.208, 0.249, 0.228, 0.220, 0.516, 0.495, -0.599, 0.200, 0.216, 0.214, -1.084, 0.472, 0.495, -0.818, 1.272, -0.828, -1.061, 0.228, 0.244, 0.244, 0.228, 0.267, 0.247]
}

# 3
{
  "formula": "C11H27AlFN4O4",
  "method": "ωB97M-V/def2-TZVPD",
  "gap_ev": 7.14,
  "total_energy_ha": -1297.5852,
  "total_charge": -1,
  "largest_force_ev_per_a": 1.376,
  "symbols": ["C", "C", "F", "C", "Al", "C", "C", "O", "C", "C", "C", "O", "C", "C", "N", "N", "N", "H", "H", "H", "H", "H", "H", "H", "H", "H", "H", "H", "H", "H", "H", "H", "H", "H", "H", "H", "H", "H", "H", "H", "H", "C", "N", "O", "O", "H", "H", "H"],
  "coordinates": [[2.216, 0.818, 1.406], [1.111, 0.014, 0.721], [0.671, -0.928, 1.666], [-0.073, 0.873, 0.289], [-1.093, 0.325, -1.380], [0.162, 0.319, -3.031], [1.568, 0.448, -2.675], [2.193, 1.506, -2.520], [-2.462, 1.801, -1.771], [-3.734, 1.757, -0.920], [-3.447, 1.842, 0.560], [-4.672, 2.074, 1.281], [-2.174, -1.396, -1.281], [-1.478, -2.697, -0.834], [-0.099, -2.828, -1.239], [-2.200, -3.821, -1.505], [-1.550, -2.864, 0.623], [3.100, 0.215, 1.591], [2.446, 1.703, 0.821], [1.814, 1.150, 2.363], [1.578, -0.504, -0.121], [0.338, 1.859, 0.056], [-0.700, 1.016, 1.170], [-0.116, 1.163, -3.663], [-0.015, -0.599, -3.596], [2.120, -0.508, -2.504], [-1.990, 2.787, -1.727], [-2.765, 1.653, -2.812], [-4.260, 0.818, -1.101], [-4.424, 2.570, -1.169], [-3.022, 0.899, 0.903], [-2.743, 2.659, 0.734], [-4.420, 2.177, 2.198], [-2.600, -1.590, -2.269], [-3.033, -1.203, -0.632], [0.526, -2.584, -0.488], [0.100, -2.320, -2.085], [-1.870, -4.686, -1.081], [-3.178, -3.747, -1.244], [-2.159, -3.626, 0.865], [-1.870, -2.017, 1.065], [6.434, 0.480, 2.918], [5.521, 1.168, 3.871], [5.962, 1.472, 4.961], [4.397, 1.371, 3.480], [7.400, 0.362, 3.393], [5.988, -0.481, 2.680], [6.501, 1.100, 2.029]],
  "nbo_charge": [-0.630, 0.220, -0.396, -1.049, 1.667, -1.028, 0.418, -0.635, -0.983, -0.410, -0.056, -0.739, -1.042, 0.406, -0.868, -0.843, -0.865, 0.192, 0.215, 0.206, 0.139, 0.220, 0.217, 0.240, 0.218, 0.087, 0.198, 0.201, 0.190, 0.180, 0.163, 0.155, 0.455, 0.222, 0.203, 0.380, 0.362, 0.336, 0.335, 0.349, 0.369, -0.488, 0.535, -0.393, -0.351, 0.222, 0.238, 0.238]
}

# 4
{
  "formula": "C11H27BINO4SSi",
  "method": "ωB97M-V/def2-TZVPD",
  "gap_ev": 9.23,
  "total_energy_ha": -1801.2575,
  "total_charge": 0,
  "smiles": "C[C@@H](I)CB(CCCN)[Si](C)(C)C.O=S1(=O)OCCO1",
  "largest_force_ev_per_a": 0.225,
  "symbols": ["C", "C", "I", "C", "B", "C", "C", "C", "N", "Si", "C", "C", "C", "H", "H", "H", "H", "H", "H", "H", "H", "H", "H", "H", "H", "H", "H", "H", "H", "H", "H", "H", "H", "H", "H", "H", "C", "C", "O", "S", "O", "O", "O", "H", "H", "H", "H"],
  "coordinates": [[4.154, -1.247, 0.972], [2.867, -1.422, 0.198], [2.967, -3.268, -0.944], [1.617, -1.448, 1.072], [0.310, -1.827, 0.249], [-0.218, -0.839, -0.860], [0.050, 0.660, -0.686], [-0.749, 1.305, 0.452], [-2.200, 1.105, 0.413], [-0.751, -3.524, 0.606], [-2.459, -3.038, 1.269], [0.080, -4.653, 1.855], [-1.030, -4.474, -0.993], [4.094, -0.312, 1.539], [4.295, -2.066, 1.679], [5.019, -1.201, 0.311], [2.778, -0.670, -0.585], [1.502, -0.430, 1.477], [1.799, -2.110, 1.924], [-1.284, -1.007, -1.061], [0.277, -1.189, -1.783], [-0.143, 1.209, -1.614], [1.113, 0.821, -0.465], [-0.390, 0.931, 1.417], [-0.552, 2.378, 0.441], [-2.541, 1.039, -0.540], [-2.472, 0.250, 0.882], [-2.501, -3.129, 2.357], [-2.733, -2.012, 1.006], [-3.235, -3.686, 0.854], [1.098, -4.909, 1.545], [-0.477, -5.587, 1.967], [0.145, -4.179, 2.839], [-1.716, -5.312, -0.834], [-0.095, -4.862, -1.397], [-1.479, -3.826, -1.753], [-1.419, 5.580, -0.399], [-1.383, 6.479, -1.623], [0.012, 6.500, -1.973], [0.676, 5.082, -1.681], [0.685, 4.275, -2.848], [1.872, 5.301, -0.951], [-0.480, 4.541, -0.728], [-1.084, 6.097, 0.500], [-2.380, 5.102, -0.233], [-1.677, 7.504, -1.419], [-1.961, 6.069, -2.452]],
  "nbo_charge": [-0.637, -0.220, 0.058, -0.902, 0.672, -0.894, -0.406, -0.219, -0.841, 1.253, -1.082, -1.100, -1.085, 0.217, 0.215, 0.222, 0.210, 0.235, 0.222, 0.222, 0.271, 0.209, 0.194, 0.179, 0.196, 0.351, 0.355, 0.236, 0.220, 0.238, 0.241, 0.236, 0.230, 0.233, 0.238, 0.232, -0.097, -0.101, -0.688, 2.552, -0.901, -0.895, -0.698, 0.197, 0.219, 0.215, 0.198]
}

# 5
{
  "formula": "C11H27BO4P",
  "method": "ωB97M-V/def2-TZVPD",
  "gap_ev": 7.22,
  "total_energy_ha": -1102.5769,
  "total_charge": -1,
  "largest_force_ev_per_a": 1.251,
  "symbols": ["C", "C", "B", "C", "C", "C", "C", "C", "P", "O", "O", "O", "H", "H", "H", "H", "H", "H", "H", "H", "H", "H", "H", "H", "H", "H", "H", "H", "H", "C", "C", "O", "C", "C", "H", "H", "H", "H", "H", "H", "H", "H", "H", "H"],
  "coordinates": [[0.190, 3.139, -0.435], [0.536, 2.422, -1.521], [0.367, 0.806, -1.759], [-1.041, 0.394, -2.497], [-2.300, 0.200, -1.630], [-2.064, -0.632, -0.367], [-3.372, -0.525, -2.458], [1.635, 0.392, -2.769], [2.126, -1.283, -2.496], [1.045, -2.266, -2.301], [3.179, -1.311, -1.275], [3.086, -1.787, -3.717], [-0.735, 2.936, 0.102], [0.837, 3.918, -0.028], [1.036, 2.992, -2.319], [0.531, 0.266, -0.672], [-0.930, -0.501, -3.124], [-1.280, 1.218, -3.188], [-2.729, 1.164, -1.329], [-1.875, -1.677, -0.625], [-2.981, -0.627, 0.239], [-1.264, -0.237, 0.254], [-2.995, -1.525, -2.693], [-3.531, -0.029, -3.419], [-4.317, -0.640, -1.919], [1.386, 0.508, -3.829], [2.482, 1.046, -2.529], [3.078, -0.489, -0.781], [2.553, -1.815, -4.516], [-0.520, -0.159, 5.111], [-0.712, 0.099, 3.624], [0.391, 0.716, 2.996], [1.615, 0.007, 3.040], [1.563, -1.379, 2.421], [-0.298, 0.772, 5.635], [-1.429, -0.590, 5.534], [0.298, -0.855, 5.302], [-1.543, 0.789, 3.475], [-0.981, -0.831, 3.108], [1.986, -0.055, 4.073], [2.319, 0.634, 2.491], [0.872, -2.033, 2.956], [2.551, -1.840, 2.453], [1.236, -1.330, 1.381]],
  "nbo_charge": [-0.470, -0.329, 0.038, -0.615, -0.201, -0.609, -0.599, -1.065, 2.355, -1.125, -0.994, -0.998, 0.173, 0.161, 0.157, -0.065, 0.196, 0.185, 0.176, 0.202, 0.173, 0.226, 0.196, 0.193, 0.182, 0.232, 0.233, 0.502, 0.488, -0.643, -0.063, -0.526, -0.060, -0.652, 0.204, 0.206, 0.200, 0.187, 0.166, 0.142, 0.190, 0.194, 0.209, 0.245]
}